(1)
75
Properties=species:S:1:pos:R:3:forces:R:3 method="wB97M-V/def2-TZVPD" lumo_energy_ev=-3.33 charge=+1 homo_lumo_gap_ha=0.25526 total_energy_ha=-4167.53460 de_lowest_kj_mol=0.0
Bi 0.9494 0.5051 -0.5592 0.008 -0.148 0.407
C 4.4239 -4.9398 -1.7574 -0.009 -0.059 -0.005
C 4.5466 -3.5902 -2.0546 0.050 0.079 -0.065
C 3.4848 -2.7345 -1.8266 -0.075 -0.064 0.103
C 2.2973 -3.2382 -1.3041 -0.153 0.244 0.231
C 2.1651 -4.5925 -1.0291 -0.047 0.124 0.049
C 3.2332 -5.4400 -1.2581 0.088 -0.105 -0.035
P 0.8842 -2.1084 -1.1474 -0.264 -0.819 -1.016
C -0.4360 -3.0209 -0.2960 0.142 0.066 -0.072
C -1.7243 -3.0533 -0.8180 0.252 0.014 -0.066
C -2.7318 -3.7089 -0.1339 -0.137 -0.054 0.121
C -2.4612 -4.3342 1.0702 -0.041 0.049 -0.034
C -1.1813 -4.2861 1.6035 0.089 -0.068 0.040
C -0.1711 -3.6276 0.9310 -0.076 -0.019 -0.067
C 0.3355 -2.0261 -2.8780 -0.004 -0.344 0.114
C 0.2072 -3.1793 -3.6134 0.037 0.228 0.195
C -0.2058 -3.1276 -4.9492 -0.044 0.060 -0.247
C -0.4554 -1.9216 -5.5461 0.040 -0.140 0.067
C -0.3030 -0.7171 -4.8276 0.044 0.024 0.228
C -0.5139 0.5397 -5.4316 -0.004 0.256 0.028
C -0.3843 1.6912 -4.7087 -0.118 -0.036 -0.245
C -0.0550 1.6315 -3.3448 0.178 -0.133 0.288
C 0.1875 0.4397 -2.7119 0.141 0.120 -0.148
C 0.0778 -0.7589 -3.4569 0.032 -0.178 -0.285
H 5.2586 -5.6043 -1.9177 0.080 -0.059 -0.058
H 5.4670 -3.2115 -2.4744 0.065 0.042 0.025
H 3.5678 -1.6786 -2.0551 0.075 0.045 -0.043
H 1.2343 -4.9768 -0.6381 0.014 -0.088 -0.022
H 3.1242 -6.4942 -1.0556 0.051 -0.105 0.053
H -1.9452 -2.5827 -1.7651 0.018 -0.049 -0.113
H -3.7299 -3.7295 -0.5448 -0.087 -0.032 -0.038
H -3.2487 -4.8502 1.5965 -0.071 -0.058 0.075
H -0.9689 -4.7584 2.5506 0.001 -0.044 0.094
H 0.8182 -3.5702 1.3665 0.051 -0.051 0.009
H 0.4348 -4.1328 -3.1583 -0.016 -0.103 0.003
H -0.3065 -4.0467 -5.5038 -0.044 -0.087 -0.107
H -0.7696 -1.8738 -6.5799 0.008 -0.007 -0.064
H -0.7675 0.5785 -6.4791 -0.068 0.002 -0.158
H -0.5348 2.6524 -5.1776 -0.032 0.055 -0.064
H 0.0140 2.5587 -2.7908 0.011 0.218 0.050
S -4.2378 6.1959 1.1380 0.614 -0.794 0.017
N -2.8809 5.8406 1.9319 0.417 0.262 0.480
C -2.4277 4.6693 1.5112 -1.076 0.431 -0.415
C -1.2631 3.9737 1.9701 0.602 -0.571 0.030
C -0.5264 4.3398 3.1042 0.053 -0.206 -0.232
C 0.5489 3.5579 3.4704 -0.121 0.098 -0.081
C 0.9020 2.4777 2.6575 0.148 0.148 0.379
N 0.2252 2.1326 1.5877 -0.114 -0.167 -0.280
C -0.8704 2.8168 1.2600 0.101 0.830 0.692
C -1.7070 2.2575 0.2162 -1.133 0.256 -0.368
N -1.3291 1.1314 -0.3985 0.216 0.102 0.248
C -2.1751 0.4723 -1.1658 -0.519 -0.062 -0.053
C -3.4699 0.9129 -1.4107 0.010 0.142 0.095
C -3.8520 2.1404 -0.9087 0.319 -0.116 0.059
C -2.9635 2.8308 -0.0791 0.312 -0.666 -0.302
C -3.2723 4.0955 0.5135 -0.153 1.137 0.598
N -4.3145 4.8655 0.2346 -0.341 -0.358 -0.481
H -0.8324 5.2088 3.6702 0.029 0.003 0.042
H 1.1178 3.7662 4.3632 0.053 0.045 0.028
H 1.7480 1.8505 2.9021 0.175 0.014 0.058
H -1.8018 -0.4355 -1.6124 -0.114 -0.017 -0.033
H -4.1386 0.3078 -2.0010 -0.035 -0.014 -0.107
H -4.8161 2.5782 -1.1225 -0.074 -0.019 -0.005
Cl 2.4236 -1.5186 6.3949 0.069 -0.053 0.218
C 1.7382 -1.3438 4.8247 -0.071 -0.016 -0.353
C 2.5672 -1.1978 3.7267 -0.198 -0.001 0.260
C 2.0082 -1.0254 2.4725 -0.188 -0.031 0.227
Cl 3.1236 -0.9762 1.1356 0.269 -0.007 0.035
C 0.6212 -0.9515 2.2500 -0.088 -0.061 0.251
O 0.0216 -0.7674 1.1002 0.530 0.661 -0.323
C -0.1711 -1.1741 3.3992 0.245 0.077 -0.059
Cl -1.8764 -1.1996 3.1728 -0.284 0.080 0.076
C 0.3607 -1.3694 4.6568 0.106 0.105 -0.019
H 3.6365 -1.2314 3.8472 0.154 0.006 -0.017
H -0.2897 -1.5208 5.5016 -0.099 -0.015 0.108

(2)
82
Properties=species:S:1:pos:R:3:forces:R:3 method="wB97M-V/def2-TZVPD" lumo_energy_ev=-4.77 charge=+1 homo_lumo_gap_ha=0.21980 total_energy_ha=-7486.46981 de_lowest_kj_mol=61.4
W -1.4461 0.9390 -0.1008 -1.375 -0.652 1.769
S 0.2898 2.5306 1.0799 0.056 -0.643 -0.116
P 1.4318 1.0036 0.3085 0.585 0.350 -0.444
C 0.3535 -0.2769 -0.1928 -0.114 1.097 1.287
P -0.0983 -1.4880 0.9723 -0.606 -0.590 -0.308
S -1.8373 -0.7702 1.8000 0.656 0.641 -0.975
C -0.5081 -2.9535 -0.0120 0.131 0.097 0.142
C -1.7275 -3.6101 0.1107 0.149 -0.010 0.087
C -2.0171 -4.6743 -0.7304 -0.065 -0.047 0.034
C -1.0943 -5.0830 -1.6817 0.008 -0.027 0.005
C 0.1321 -4.4397 -1.7907 0.050 -0.014 0.000
C 0.4258 -3.3721 -0.9593 -0.054 0.029 0.037
C 0.8948 -2.0277 2.3855 -0.014 0.274 -0.238
C 1.4298 -3.3080 2.4550 0.020 0.019 -0.103
C 2.0906 -3.7049 3.6087 0.050 -0.049 0.059
C 2.2202 -2.8287 4.6748 0.015 -0.015 0.000
C 1.6886 -1.5462 4.6013 -0.020 0.027 -0.014
C 1.0181 -1.1471 3.4611 0.001 -0.107 0.016
C 2.4469 1.5238 -1.0975 -0.070 -0.071 0.155
C 3.0879 2.7576 -1.0766 0.025 -0.089 0.074
C 4.0218 3.0581 -2.0548 -0.067 0.132 -0.011
C 4.3139 2.1311 -3.0453 -0.020 -0.048 -0.078
C 3.6716 0.9002 -3.0657 0.044 0.034 -0.026
C 2.7357 0.5931 -2.0905 -0.063 0.034 0.074
C 2.7078 0.5969 1.5269 -0.213 -0.224 -0.110
C 3.4803 -0.5404 1.2999 0.052 0.097 0.057
C 4.4827 -0.8744 2.1937 0.001 -0.049 -0.066
C 4.7201 -0.0653 3.2975 0.029 0.031 0.058
C 3.9616 1.0761 3.5100 0.043 0.027 0.039
C 2.9456 1.4097 2.6271 0.002 -0.054 -0.112
H -2.4418 -3.2871 0.8575 -0.056 0.000 -0.043
H -2.9704 -5.1810 -0.6458 0.007 0.002 -0.009
H -1.3317 -5.9050 -2.3445 -0.003 0.007 0.001
H 0.8514 -4.7626 -2.5318 -0.008 0.008 0.000
H 1.3708 -2.8467 -1.0459 -0.020 -0.005 -0.099
H 1.3232 -3.9923 1.6227 -0.008 -0.011 0.032
H 2.4965 -4.7051 3.6807 0.000 0.001 -0.026
H 2.7296 -3.1474 5.5750 0.008 -0.004 -0.013
H 1.7892 -0.8650 5.4359 0.003 -0.006 -0.001
H 0.5777 -0.1601 3.3945 0.025 0.011 0.064
H 2.8689 3.4640 -0.2842 -0.006 0.064 -0.053
H 4.5141 4.0220 -2.0546 0.017 -0.022 0.031
H 5.0418 2.3697 -3.8102 0.002 0.003 0.020
H 3.9053 0.1817 -3.8407 -0.026 -0.004 0.002
H 2.2225 -0.3607 -2.0886 -0.017 -0.007 -0.041
H 3.2919 -1.1523 0.4242 0.050 -0.047 0.025
H 5.0852 -1.7585 2.0317 -0.018 -0.001 -0.014
H 5.5085 -0.3235 3.9928 -0.010 -0.006 -0.001
H 4.1584 1.7055 4.3681 0.004 0.004 -0.012
H 2.3408 2.2931 2.7865 -0.012 -0.007 0.054
Cl -0.3939 -0.7162 -3.2370 0.103 0.043 -0.019
C -1.8851 -1.2229 -2.5392 0.098 0.360 0.364
C -2.4046 -0.5753 -1.3998 0.163 -0.637 -0.419
C -3.6932 -0.9847 -1.0420 0.420 0.385 0.089
Cl -4.4563 -0.0901 0.2309 -0.335 -0.059 0.034
C -4.3893 -2.0193 -1.6424 0.040 -0.049 -0.085
Cl -5.9373 -2.4779 -1.0720 -0.071 -0.030 0.012
C -3.7965 -2.6857 -2.7110 -0.023 0.025 0.007
Cl -4.6016 -3.9981 -3.4526 -0.049 -0.084 -0.035
C -2.5549 -2.2662 -3.1792 -0.056 0.068 0.114
Cl -1.8551 -3.0377 -4.5368 -0.026 -0.096 -0.124
Cl -3.9057 5.5660 -4.4430 -0.003 0.007 -0.010
C -2.8619 4.4687 -3.6452 -0.047 -0.087 0.105
C -1.5336 4.3145 -4.0667 0.070 -0.078 0.061
Cl -0.9613 5.2258 -5.3979 0.018 0.020 -0.021
C -0.6700 3.4234 -3.4251 0.111 -0.012 -0.178
Cl 0.9259 3.1829 -3.9828 0.146 -0.083 0.115
C -1.1466 2.7014 -2.3397 -0.586 -0.064 0.091
O -0.5022 1.8022 -1.5939 -0.038 -0.223 -0.421
C -2.4764 2.8496 -1.9406 0.425 0.062 -0.498
O -2.7605 2.0731 -0.8994 0.222 0.597 -0.187
C -3.3433 3.7180 -2.5771 -0.118 0.041 -0.023
Cl -4.9691 3.8268 -2.0340 -0.044 -0.011 0.047
N -3.9613 3.4388 2.6097 0.038 -0.028 0.000
C -3.0849 2.9969 3.5725 0.116 -0.101 0.001
C -2.2448 2.1437 2.9383 -0.053 -0.045 0.158
N -2.6018 2.0606 1.6057 0.417 -0.129 -0.204
C -3.6414 2.8644 1.4470 -0.058 -0.041 -0.122
H -4.7175 4.0874 2.7448 -0.055 0.028 -0.014
H -3.1287 3.3183 4.5972 -0.022 0.011 -0.018
H -1.4231 1.5838 3.3443 0.010 0.018 -0.053
H -4.1782 3.0298 0.5291 0.018 0.011 0.017